# C22H52BF10N5O10PdS2

A structure of composition C22H52BF10N5O10PdS2 (wB97M-V/def2-TZVPD, the Open Molecules 2025 dataset).

As for the spin multiplicity: 3. The total energy is -3843.2915 Eh. Its strongest force on any atom is 6.71 eV/Å. For the LUMO energy (spin up / spin down), the calculation gives 0.5 / -1.7 eV. For the HOMO-LUMO gap (spin up / spin down), the calculation gives 0.3289 / 0.2481 Ha.

Geometry as XYZ:
```
103
Properties=species:S:1:pos:R:3:forces:R:3:lowdin_charge:R:1
Pd -0.81720 0.26007 1.01788 -0.66 -0.73 0.37 1.1734
B -4.15008 -0.87965 0.36692 -2.80 -1.45 0.48 -1.4386
F -4.76181 0.14934 -0.27655 -0.71 1.48 -0.35 0.1783
F -2.83623 -0.63764 0.45845 3.32 0.38 0.47 0.1363
F -4.68239 -1.15629 1.63241 0.04 0.42 0.37 0.1237
F -4.30748 -2.01387 -0.41000 -0.10 -1.29 -0.67 0.1341
C 0.90031 4.46844 1.51770 0.29 -2.29 0.19 -0.6416
F -0.21280 4.95702 1.03121 -0.37 0.55 0.24 0.1661
F 1.48844 3.81457 0.49175 0.45 0.86 0.39 0.0999
F 1.64142 5.39585 2.08937 -0.04 -0.18 -0.72 0.1790
S 0.49350 3.14617 2.89321 -4.68 0.91 0.38 0.7014
O 1.32748 3.41673 4.02354 0.76 -0.86 -0.46 -0.2777
O -0.91059 3.46429 3.15150 1.05 -0.87 -0.77 -0.3264
N 0.52361 1.48145 2.13489 1.54 5.50 3.52 -0.3683
S 2.10789 1.26201 2.22481 1.95 -2.61 -3.51 0.6272
O 2.16843 0.41388 1.01460 1.58 -0.35 1.46 -0.3746
O 3.06690 2.37836 2.24176 -1.83 -1.86 0.77 -0.2894
C 2.37691 0.05205 3.81862 1.67 3.03 -0.72 -0.6868
F 1.82908 0.62039 4.86425 -1.04 0.18 0.46 0.1600
F 1.92845 -1.12199 3.60839 -1.55 -1.94 -0.68 0.2025
F 3.66331 -0.06729 4.09656 0.87 0.24 -0.44 0.1587
C 1.08985 -2.37854 0.03431 1.95 0.36 -0.32 -0.0861
O 0.00546 -1.82882 0.78461 -0.14 0.02 -1.30 -0.2708
C -0.27128 -2.70724 1.82761 -0.05 -1.15 2.17 -0.1955
C -1.30392 -2.17008 2.88135 -0.55 0.60 -2.47 -0.1188
N -1.12969 -0.72288 3.10080 -0.01 -0.86 1.16 -0.0974
C -2.29005 -0.18909 3.81175 -0.51 1.16 0.01 -0.1905
C -2.49515 -0.61223 5.25495 -0.44 0.10 1.25 -0.1749
O -1.44852 -0.30934 6.18606 1.16 -1.57 -0.20 -0.1735
C -1.15420 1.04004 6.30947 -0.91 1.85 -0.71 -0.1228
H 1.97242 -2.42424 0.67234 0.08 0.24 0.35 0.0859
H 1.44595 -1.79352 -0.81366 -0.75 0.64 0.18 0.0757
H 1.04881 -3.39741 -0.35082 -1.33 -0.24 0.23 0.0997
H 0.71106 -2.94195 2.23750 -0.07 -0.23 0.64 0.1103
H -0.68118 -3.62800 1.41251 -0.06 -0.17 0.03 0.1318
H -1.50799 -2.67582 3.82511 0.87 -0.57 -0.20 0.1311
H -2.23839 -2.24089 2.32471 -0.34 -0.04 0.11 0.1120
H -0.48738 -0.68970 3.87953 1.35 0.46 -0.34 0.0936
H -3.17251 -0.38674 3.20322 -0.23 0.14 0.23 0.1160
H -2.09402 0.88067 3.88457 -0.41 0.20 -0.53 0.0943
H -2.74887 -1.66423 5.38544 0.39 -0.11 -0.03 0.1239
H -3.33802 -0.08206 5.69833 -0.63 0.18 -0.67 0.1299
H -1.95039 1.60207 6.79762 -0.65 -0.14 0.15 0.0915
H -1.10815 1.47648 5.31173 0.53 0.41 0.08 0.0593
H -0.29252 1.37498 6.88689 0.46 -1.17 -0.16 0.0981
C 7.43213 2.05431 -1.66434 -1.53 -0.28 -0.26 -0.0611
O 6.59134 0.84351 -1.88280 1.06 1.50 -0.13 -0.2128
C 6.06887 0.33386 -0.67094 0.97 -2.00 0.61 -0.2331
C 5.09415 -0.89701 -0.82121 0.72 2.09 -0.33 -0.1731
N 3.78897 -0.52475 -1.29959 -0.33 -1.86 0.58 -0.0935
C 3.66851 0.03925 -2.60896 -1.20 1.11 1.14 -0.1650
C 2.30112 0.76416 -2.60955 -0.32 0.77 -1.88 -0.1555
O 1.12324 0.09022 -3.11292 0.56 -1.64 0.08 -0.2655
C 1.05491 -0.10286 -4.52339 0.85 0.69 -0.33 -0.0819
H 8.04679 2.33048 -2.52109 -0.60 -0.52 -0.52 0.0783
H 8.16558 2.09230 -0.85892 -0.36 -0.94 0.57 0.0794
H 6.67380 2.81618 -1.48384 0.39 0.48 0.05 0.0824
H 5.65385 1.02513 0.06254 -0.20 0.72 -0.41 0.1196
H 6.95273 -0.10961 -0.21245 0.11 -0.06 0.80 0.1105
H 4.86774 -1.21365 0.19692 0.72 -0.51 0.06 0.1146
H 5.64884 -1.61294 -1.42773 -0.49 -0.43 0.04 0.1197
H 3.44797 0.10184 -0.58461 -0.51 0.10 -0.17 0.0526
H 3.68920 -0.69739 -3.41211 0.36 -0.01 0.01 0.1249
H 4.46330 0.78500 -2.62488 -0.06 0.25 -1.35 0.1093
H 2.35444 1.62096 -3.28122 0.46 0.45 0.06 0.1180
H 2.01095 1.15573 -1.63457 0.18 -0.29 0.18 0.1133
H 0.63332 -1.03849 -4.89075 -0.70 0.00 0.86 0.0828
H 2.03028 -0.15016 -5.00765 0.46 0.32 0.33 0.0830
H 0.55292 0.76927 -4.94232 -0.30 -0.13 -0.28 0.0845
C -1.17274 2.29395 -2.77805 0.66 -0.27 -0.63 -0.0327
C -1.02882 1.92230 -1.30017 -1.66 -0.17 0.74 -0.3493
C -2.33009 2.29000 -0.55185 0.41 0.94 -0.36 -0.1799
O -2.35664 2.01498 0.86174 0.43 -0.52 -0.77 -0.2789
C -3.50983 2.60594 1.47913 -0.17 0.54 -0.53 -0.0565
N -0.79510 0.43132 -1.14924 0.54 2.80 -0.15 0.0339
H -0.20158 2.20237 -3.26442 0.21 -0.06 0.16 0.0599
H -1.48942 3.29759 -3.06182 -0.33 0.08 0.64 0.0902
H -1.78253 1.56435 -3.31092 -0.33 0.03 0.19 0.0776
H -0.27462 2.54348 -0.81703 0.60 -0.53 -0.10 0.1177
H -3.17723 1.84671 -1.07524 -0.25 -0.10 0.29 0.1260
H -2.35676 3.37807 -0.61094 -0.43 0.21 -0.32 0.1313
H -3.28858 3.63548 1.76053 0.44 -0.16 0.66 0.0896
H -3.88977 1.98291 2.28880 0.29 0.13 -0.06 0.0994
H -4.29484 2.76507 0.73985 -0.16 -0.70 -0.15 0.0942
H -0.11923 0.27915 -1.88418 1.47 -0.62 0.35 0.0404
H -1.54647 -0.00675 -1.66268 -1.39 -0.61 0.21 0.0332
C -3.22650 -1.77150 -4.92710 1.30 -0.47 0.38 -0.0354
C -2.93432 -2.14914 -3.43795 -0.91 0.48 0.26 -0.3576
C -1.70321 -3.04454 -3.10345 -0.15 0.13 -0.61 -0.1679
O -1.96009 -4.37885 -3.51379 0.90 0.03 -0.32 -0.1825
C -2.57971 -5.22324 -2.57207 -0.17 0.65 0.74 -0.1069
N -2.91776 -0.91103 -2.65690 0.73 0.63 0.33 0.0360
H -3.25818 -2.63684 -5.58912 -0.24 -0.07 0.15 0.0750
H -2.41563 -1.15014 -5.30725 0.40 0.01 0.09 0.0620
H -4.09546 -1.13218 -5.08284 -0.36 -0.40 0.46 0.0725
H -3.80373 -2.64000 -3.00058 -0.11 -0.88 -0.59 0.1255
H -1.29832 -3.03201 -2.09151 -1.21 0.12 0.91 0.1104
H -0.77060 -2.67402 -3.52896 -0.12 -0.06 -1.27 0.1088
H -3.64639 -5.00250 -2.53262 -0.28 -0.59 -0.29 0.0860
H -2.26860 -5.03495 -1.54452 0.49 0.34 0.19 0.0756
H -2.30643 -6.26450 -2.74290 -0.38 0.11 -0.53 0.0887
H -3.60699 -0.25443 -2.99447 -0.10 0.06 -0.45 0.0879
H -3.30725 -1.15767 -1.75825 0.15 -0.08 0.24 0.0343
```
Forces are in eV/Å.

---

# C22H52CrNO9S5

A structure of composition C22H52CrNO9S5 (wB97M-V/def2-TZVPD, the Open Molecules 2025 dataset).

As for the spin multiplicity: 5. The total energy is -4636.2709 Eh. Its strongest force on any atom is 4.96 eV/Å. For the LUMO energy (spin up / spin down), the calculation gives -1.9 / -1.9 eV. Its charge is +1. For the HOMO-LUMO gap (spin up / spin down), the calculation gives 0.1869 / 0.1966 Ha.

Geometry as XYZ:
```
90
Properties=species:S:1:pos:R:3:forces:R:3:lowdin_charge:R:1
Cr 0.14417 -0.05686 -0.79170 -0.13 -3.83 0.94 0.5656
C 3.22237 -1.49556 0.83046 -0.56 1.05 0.58 -0.0427
C 2.53128 -2.89391 0.80339 -1.43 -0.06 1.63 -0.4931
C 3.26910 -3.72757 1.87335 -0.27 -1.00 0.82 -0.1114
C 2.47201 -4.86112 2.57890 1.03 -1.27 -2.10 -0.2113
C 1.14902 -4.45589 3.04826 0.00 1.53 0.34 -0.1842
C 0.30584 -3.80928 1.92449 -0.90 -1.20 -0.30 -0.4788
N 1.11467 -2.78673 1.22459 -1.17 2.22 -0.18 -0.1090
O 0.29604 -2.06886 0.22246 0.91 -0.68 0.99 -0.3070
C -0.97049 -3.27049 2.64110 0.33 0.51 0.45 -0.0498
C -0.23279 -4.91400 0.97511 -0.16 0.13 0.24 -0.0362
C 2.79684 -3.49672 -0.54962 -0.12 1.01 -1.83 -0.0449
H 3.20919 -1.02216 1.81221 -0.04 -0.64 0.64 0.0598
H 2.73778 -0.68044 0.29301 -0.30 -0.59 -0.75 0.0355
H 4.27562 -1.48094 0.55020 0.06 -0.47 -0.19 0.0854
H 3.58073 -3.14812 2.74238 0.42 0.65 -0.43 0.1101
H 4.11041 -4.14577 1.32071 0.43 -0.04 0.58 0.1141
H 2.96986 -5.34849 3.41718 0.70 0.40 -0.05 0.1147
H 2.32323 -5.68264 1.87815 0.11 -0.25 -0.34 0.1050
H 1.39956 -3.68716 3.77927 -0.57 0.46 0.38 0.1135
H 0.74835 -5.29115 3.62264 -0.83 0.11 -0.39 0.1271
H -1.50410 -4.04078 3.19790 0.52 -0.60 0.06 0.0805
H -1.80444 -2.85878 2.07266 0.56 0.41 -0.70 0.0632
H -0.64966 -2.56602 3.40848 -0.14 0.32 0.00 0.0594
H -0.70865 -5.72831 1.52152 0.48 -0.29 0.40 0.0763
H 0.57619 -5.29214 0.35008 -0.31 -0.09 -0.25 0.0687
H -1.09796 -4.54840 0.42202 0.50 0.40 -0.63 0.0696
H 2.25552 -3.09759 -1.40738 -1.29 0.45 0.50 0.0571
H 2.67294 -4.56663 -0.71712 0.80 -0.12 0.58 0.0878
H 3.70108 -2.96068 -0.83792 1.13 -1.48 -0.09 0.0747
C -4.22635 5.84404 3.06804 -2.19 1.39 0.64 -0.1266
C -4.10378 6.25785 1.60324 -2.71 2.60 1.45 -0.1702
O -3.42871 5.25560 1.07863 2.81 -2.30 -3.38 0.0886
C -3.11094 4.31603 1.92775 1.84 -1.54 1.28 -0.5503
O -2.38751 3.38895 1.67431 -0.97 0.33 0.16 0.1286
O -3.60284 4.60961 3.15937 0.95 -1.04 -0.62 0.0921
H -5.29324 5.69372 3.23311 0.00 0.06 0.54 0.1320
H -3.86259 6.56104 3.80404 0.29 -0.17 -0.11 0.1384
H -3.65335 7.23991 1.45910 0.19 -0.13 -0.16 0.1426
H -5.07770 6.20289 1.11688 -0.26 0.80 0.16 0.1394
C 0.28927 -2.69564 -4.14582 0.34 0.32 -0.17 -0.2398
S -1.20713 -1.87617 -3.56954 1.20 2.75 1.74 0.9793
O -0.92185 -1.20434 -2.19261 -0.66 -1.85 -2.48 -0.6241
C -1.07452 -0.40702 -4.68648 -0.53 -1.38 -0.08 -0.2140
H 0.53901 -3.42125 -3.37172 -0.04 -0.26 -0.35 0.0616
H 1.14824 -2.05078 -4.33141 -0.12 0.52 0.68 0.0517
H 0.11544 -3.06917 -5.15495 -0.47 -0.72 0.27 0.0608
H -0.17568 0.14236 -4.40655 -0.15 -0.09 -0.05 0.0380
H -1.98928 0.18220 -4.62213 0.16 0.01 0.27 0.0522
H -1.05293 -0.86528 -5.67523 0.29 0.38 -0.26 0.0513
C -4.20553 0.21362 -1.34463 -0.43 1.22 2.09 -0.2121
S -3.10057 -0.64775 -0.18583 0.71 -0.83 1.31 0.9431
O -1.76898 0.06490 -0.19187 -1.79 0.82 0.59 -0.6326
C -3.74373 -0.12023 1.48602 -0.80 0.98 -0.97 -0.1904
H -4.67339 0.95716 -0.69938 0.09 0.55 -0.07 0.0370
H -5.09098 -0.36496 -1.60795 0.71 -0.46 -0.85 0.0645
H -3.58105 0.78520 -2.03123 -0.27 -0.65 -0.48 0.0462
H -4.03076 0.93092 1.45756 0.43 0.34 -0.44 0.0354
H -2.95594 -0.16796 2.23782 -0.07 -0.71 -0.26 0.0487
H -4.70507 -0.56567 1.74196 0.39 -0.82 0.10 0.0580
C 2.06898 1.99370 2.71509 0.31 -0.65 -0.07 -0.2339
S 0.45256 1.61212 2.04596 -0.56 -1.36 0.84 0.9547
O 0.62429 1.20067 0.60084 1.08 1.28 1.06 -0.6233
C 0.07454 0.04220 2.96290 -0.33 0.45 0.15 -0.1976
H 2.74134 1.13615 2.68969 -0.09 -0.10 -0.31 0.0501
H 1.92803 2.22276 3.77138 -0.11 0.41 -0.08 0.0655
H 2.48899 2.81400 2.13303 -0.10 0.11 0.26 0.0536
H -0.47215 0.27196 3.87747 -0.14 0.47 -0.07 0.0581
H 0.87911 -0.62031 3.28204 0.49 0.28 -0.70 0.0614
H -0.59331 -0.50627 2.29862 0.21 -0.03 -0.25 0.0187
C -0.33733 4.02818 -0.85307 1.74 0.13 0.96 -0.2619
S -1.11758 2.74941 -1.85709 0.50 1.52 -1.88 0.9619
O -0.27155 1.49083 -1.98243 -0.69 3.41 -1.32 -0.6113
C -0.70213 3.80447 -3.40061 0.10 -1.52 -0.24 -0.2081
H -0.96460 4.84654 -0.49963 -0.73 -0.81 0.34 0.0616
H 0.47763 4.60738 -1.28721 0.05 -0.42 -1.03 0.0511
H 0.21682 3.48127 -0.09025 -0.72 0.09 0.65 0.0254
H 0.36547 3.99184 -3.51560 0.17 0.03 0.86 0.0428
H -1.22332 4.75974 -3.46315 -0.33 -0.32 0.14 0.0591
H -0.86240 3.13242 -4.24367 -0.79 0.22 -0.16 0.0339
C 3.56551 2.23569 -1.65692 -0.96 1.01 -0.91 -0.2105
S 3.17593 0.57312 -2.42335 0.14 0.19 0.50 0.9565
O 1.88533 0.07017 -1.77225 2.51 0.73 -1.89 -0.6232
C 2.79803 1.14046 -4.22370 -0.67 -0.20 1.72 -0.1776
H 3.69878 2.31830 -0.57825 0.15 -1.06 -0.06 0.0535
H 2.74808 2.92837 -1.85717 -0.68 -0.35 -0.06 0.0341
H 4.35694 2.80218 -2.14766 0.60 -0.82 -0.18 0.0552
H 2.59551 0.25660 -4.82859 0.07 -0.12 0.33 0.0403
H 3.57033 1.73353 -4.71352 0.06 0.06 0.50 0.0584
H 1.87053 1.67551 -4.01984 -0.02 0.27 -0.53 0.0222
```
Forces are in eV/Å.